Formula: C33H68N2O29
Source: the Open Molecules 2025 dataset
Level of theory: the ωB97M-V functional and the def2-TZVPD basis

Output
Energy = -97680.61142 eV
HOMO = -0.349 Ha
ΔE to the lowest compared entry with this formula, charge and spin = 0.0 kJ/mol
Structure (SMILES) = COC(=O)OC.COC(=O)OC.COC(=O)OC.COC(=O)OC.COC(=O)OC.COC(=O)OC.COC(=O)OC.COC(=O)OC.COC(=O)OC.CNC(C)=O.CNC(C)=O
Kohn-Sham gap = 0.366 Eh

Each atom is followed by the atoms it is bonded to, with distances in Å.
CARTESIAN COORDINATES (ANGSTROEM)
1 C 18.588 -21.838 9.845  O2 1.433, H7 1.109, H8 1.094, H9 1.091
2 O 19.974 -21.707 10.182  C1 1.433, C3 1.306
3 C 20.273 -20.677 10.927  O2 1.306, O4 1.212, O5 1.361
4 O 19.595 -19.855 11.506  C3 1.212
5 O 21.630 -20.569 10.955  C3 1.361, C6 1.473
6 C 22.168 -19.503 11.817  O5 1.473, H10 1.083, H11 1.128, H12 1.092
7 H 18.053 -22.119 10.775  C1 1.109
8 H 18.500 -22.630 9.095  C1 1.094
9 H 18.207 -20.892 9.457  C1 1.091
10 H 23.185 -19.355 11.473  C6 1.083
11 H 22.120 -19.779 12.910  C6 1.128
12 H 21.606 -18.600 11.568  C6 1.092
13 C 15.879 -23.563 12.463  O14 1.440, H19 1.086, H20 1.097, H21 1.085
14 O 16.094 -23.932 13.838  C13 1.440, C15 1.352
15 C 17.236 -23.548 14.452  O14 1.352, O16 1.230, O17 1.365
16 O 17.643 -23.937 15.546  C15 1.230
17 O 17.798 -22.548 13.713  C15 1.365, C18 1.452
18 C 19.059 -21.999 14.180  O17 1.452, H22 1.118, H23 1.057, H24 1.090
19 H 14.951 -24.055 12.187  C13 1.086
20 H 16.689 -23.914 11.811  C13 1.097
21 H 15.833 -22.495 12.274  C13 1.085
22 H 19.331 -21.176 13.474  C18 1.118
23 H 19.793 -22.755 14.093  C18 1.057
24 H 19.024 -21.693 15.226  C18 1.090
25 C 16.473 -14.022 11.665  O26 1.464, H31 1.083, H32 1.121, H33 1.073
26 O 17.629 -14.088 10.769  C25 1.464, C27 1.292
27 C 17.409 -13.596 9.595  O26 1.292, O28 1.202, O29 1.330
28 O 16.488 -12.919 9.227  C27 1.202
29 O 18.525 -13.814 8.904  C27 1.330, C30 1.418
30 C 18.511 -13.395 7.550  O29 1.418, H34 1.099, H35 1.115, H36 1.110
31 H 15.661 -14.622 11.274  C25 1.083
32 H 16.121 -12.958 11.693  C25 1.121
33 H 16.872 -14.409 12.582  C25 1.073
34 H 19.501 -13.497 7.084  C30 1.099
35 H 18.270 -12.313 7.435  C30 1.115
36 H 17.711 -13.899 6.969  C30 1.110
37 C 20.992 -14.225 10.581  O38 1.452, H43 1.086, H44 1.084, H45 1.135
38 O 21.847 -15.396 10.518  C37 1.452, C39 1.309
39 C 21.621 -16.178 9.493  O38 1.309, O40 1.198, O41 1.350
40 O 22.116 -17.248 9.285  C39 1.198
41 O 20.788 -15.556 8.631  C39 1.350, C42 1.430
42 C 20.527 -16.165 7.364  O41 1.430, H46 1.093, H47 1.087, H48 1.092
43 H 21.044 -13.558 9.725  C37 1.086
44 H 21.407 -13.651 11.402  C37 1.084
45 H 19.919 -14.542 10.766  C37 1.135
46 H 21.482 -16.424 6.900  C42 1.093
47 H 20.028 -15.379 6.804  C42 1.087
48 H 19.983 -17.111 7.426  C42 1.092
49 C 15.141 -18.488 17.964  O50 1.437, H55 1.075, H56 1.158, H57 1.102
50 O 15.579 -19.772 17.492  C49 1.437, C51 1.364
51 C 15.802 -20.049 16.174  O50 1.364, O52 1.165, O53 1.354
52 O 16.162 -21.080 15.772  C51 1.165
53 O 15.513 -18.932 15.466  C51 1.354, C54 1.448
54 C 15.817 -18.963 14.051  O53 1.448, H58 1.086, H59 1.109, H60 1.068
55 H 15.774 -17.685 17.631  C49 1.075
56 H 15.022 -18.539 19.116  C49 1.158
57 H 14.132 -18.299 17.563  C49 1.102
58 H 15.224 -19.715 13.539  C54 1.086
59 H 16.914 -19.108 13.968  C54 1.109
60 H 15.601 -17.999 13.647  C54 1.068
61 C 11.375 -18.684 14.212  O62 1.484, H67 1.080, H68 1.095, H69 1.134
62 O 11.360 -17.721 13.083  C61 1.484, C63 1.339
63 C 11.212 -18.206 11.843  O62 1.339, O64 1.202, O65 1.361
64 O 10.944 -19.329 11.511  C63 1.202
65 O 11.431 -17.130 11.038  C63 1.361, C66 1.439
66 C 11.532 -17.529 9.660  O65 1.439, H70 1.104, H71 1.101, H72 1.134
67 H 10.400 -18.993 14.559  C61 1.080
68 H 11.887 -18.172 15.034  C61 1.095
69 H 11.931 -19.625 13.908  C61 1.134
70 H 12.123 -16.755 9.140  C66 1.104
71 H 10.519 -17.538 9.227  C66 1.101
72 H 12.091 -18.514 9.604  C66 1.134
73 C 16.184 -24.000 8.912  O74 1.422, H79 1.118, H80 1.077, H81 1.132
74 O 15.691 -22.689 9.157  C73 1.422, C75 1.309
75 C 15.392 -22.098 8.028  O74 1.309, O76 1.197, O77 1.327
76 O 15.382 -22.574 6.930  C75 1.197
77 O 14.931 -20.873 8.242  C75 1.327, C78 1.429
78 C 14.452 -20.159 7.100  O77 1.429, H82 1.084, H83 1.090, H84 1.101
79 H 16.946 -24.180 9.710  C73 1.118
80 H 16.555 -24.224 7.926  C73 1.077
81 H 15.350 -24.745 9.090  C73 1.132
82 H 13.683 -20.756 6.623  C78 1.084
83 H 15.247 -20.042 6.363  C78 1.090
84 H 14.092 -19.186 7.468  C78 1.101
85 C 12.841 -21.852 10.981  O86 1.445, H91 1.123, H92 1.033, H93 1.116
86 O 12.704 -22.737 12.115  C85 1.445, C87 1.333
87 C 12.943 -22.185 13.305  O86 1.333, O88 1.219, O89 1.312
88 O 13.337 -21.036 13.405  C87 1.219
89 O 12.705 -22.957 14.339  C87 1.312, C90 1.393
90 C 13.056 -22.414 15.573  O89 1.393, H94 1.090, H95 1.104, H96 1.090
91 H 12.204 -20.945 11.164  C85 1.123
92 H 12.591 -22.488 10.206  C85 1.033
93 H 13.893 -21.483 10.941  C85 1.116
94 H 14.039 -21.948 15.514  C90 1.090
95 H 13.162 -23.293 16.233  C90 1.104
96 H 12.213 -21.815 15.920  C90 1.090
97 C 17.307 -18.314 4.799  O98 1.475, H103 1.112, H104 1.108, H105 1.121
98 O 16.030 -17.685 5.185  C97 1.475, C99 1.343
99 C 15.965 -16.347 5.287  O98 1.343, O100 1.220, O101 1.325
100 O 16.849 -15.539 5.057  C99 1.220
101 O 14.753 -16.087 5.753  C99 1.325, C102 1.427
102 C 14.511 -14.773 6.257  O101 1.427, H106 1.082, H107 1.102, H108 1.089
103 H 17.612 -17.702 3.922  C97 1.112
104 H 17.024 -19.381 4.695  C97 1.108
105 H 18.079 -18.230 5.608  C97 1.121
106 H 13.443 -14.782 6.429  C102 1.082
107 H 14.625 -14.007 5.474  C102 1.102
108 H 14.995 -14.679 7.229  C102 1.089
109 C 23.571 -21.149 8.149  N110 1.463, H114 1.174, H115 1.142, H116 1.078
110 N 22.448 -20.276 7.807  C109 1.463, C111 1.371, H117 1.005
111 C 21.226 -20.587 7.267  N110 1.371, C112 1.564, O113 1.210
112 C 20.938 -22.114 7.085  C111 1.564, H118 1.064, H119 1.089, H120 1.130
113 O 20.400 -19.746 6.998  C111 1.210
114 H 23.259 -21.833 9.051  C109 1.174
115 H 24.429 -20.444 8.417  C109 1.142
116 H 23.908 -21.796 7.356  C109 1.078
117 H 22.453 -19.364 8.227  N110 1.005
118 H 21.475 -22.564 6.285  C112 1.064
119 H 19.870 -22.244 6.915  C112 1.089
120 H 21.245 -22.704 7.999  C112 1.130
121 C 18.142 -17.608 9.528  N122 1.434, H126 1.060, H127 1.094, H128 1.058
122 N 17.231 -18.338 10.361  C121 1.434, C123 1.371, H129 1.022
123 C 15.887 -18.175 10.146  N122 1.371, C124 1.486, O125 1.203
124 C 15.033 -19.076 10.963  C123 1.486, H130 1.065, H131 1.073, H132 1.093
125 O 15.419 -17.281 9.491  C123 1.203
126 H 17.548 -17.044 8.854  C121 1.060
127 H 18.941 -18.234 9.122  C121 1.094
128 H 18.682 -16.913 10.115  C121 1.058
129 H 17.657 -19.150 10.813  N122 1.022
130 H 14.169 -19.452 10.465  C124 1.065
131 H 14.552 -18.459 11.697  C124 1.073
132 H 15.633 -19.836 11.470  C124 1.093